Below is a molecular structure, C4Br2Ca3ClO16PbSr2 at a distorted geometry, with properties calculated with ωB97M-V/def2-TZVPD.

Each line ends with the Löwdin charge.
Atoms and positions in Å:
Ca -4.14672 -0.76720 -0.77141  1.419
Ca 3.17997 -1.72784 -0.59742  1.627
Ca -0.17732 0.05822 0.65975  0.986
Pb 2.35669 2.21621 2.64081  1.356
Sr -2.86853 -3.62552 1.34946  1.711
Sr -3.36146 2.83227 3.13540  1.766
C -3.87779 -0.08116 1.89767  -1.097
O -4.08599 0.42512 2.98926  -0.133
O -4.19576 0.64841 0.93508  -0.236
O -3.28180 -1.12628 1.58972  -0.277
C -0.81368 3.01975 1.04096  -1.150
O -1.35992 2.10167 1.60141  -0.287
O 0.36738 3.20118 1.32893  -0.178
O -1.36686 4.09108 0.98397  -0.018
C 2.97336 1.34607 -0.27139  -1.104
O 3.17882 2.49148 0.11943  -0.098
O 3.92813 0.66384 -0.58333  -0.104
O 2.04326 0.66569 0.18532  -0.356
C 0.17441 -2.96047 0.42362  -1.152
O 1.38994 -2.84095 0.36457  -0.149
O -0.26871 -3.92295 1.00446  -0.141
O -0.73502 -2.29929 -0.07952  -0.221
Cl 2.37459 -0.98591 -4.30662  0.666
O 2.46309 -1.67867 -3.07498  -0.502
O 0.94249 -1.00233 -4.35653  -0.396
O 2.61245 0.45355 -4.22703  -0.342
O 3.19031 -1.67709 -5.33851  -0.338
Br -1.53845 0.68838 -1.99113  -0.117
Br 0.90310 -0.20726 3.34805  -0.134

Output
Gap between HOMO and LUMO ... 3.33 eV
ΔE to the lowest compared entry with this formula, charge and spin ... 1138.5 kJ/mol
Net charge ... +1
Multiplicity ... 1
M ... 1001.96 u
HOMO ... -0.3533 hartree
Electronic energy ... -9251.488480 Ha

Below is 2 unconnected molecules or ions with the total composition C4Br2Cl2O4 at a distorted geometry, with properties calculated with ωB97M-V/def2-TZVPD.

Each line ends with the Löwdin charge.
Atoms and positions in Å:
C -2.58549 -0.17871 -0.21659  -0.963
C 2.40100 -1.22710 -0.23586  -0.895
C -1.99364 0.65694 0.85368  -1.050
C 1.66582 0.22214 -0.13958  -1.201
O -3.73877 0.11317 -0.55287  -0.132
O 2.84085 -1.70367 0.82438  -0.118
O -1.82975 -1.02141 -0.68444  -0.066
O 2.35865 -1.66853 -1.36746  -0.077
Cl -0.41885 0.25362 1.41944  0.689
Cl 1.07390 0.79574 -1.57271  0.625
Br -2.66424 2.37224 0.87978  0.662
Br 2.89051 1.38558 0.79225  0.527

Output
Gap between HOMO and LUMO (alpha / beta) ... 6.34 / 6.12 eV
ΔE to the lowest compared entry with this formula, charge and spin ... 46.2 kJ/mol
Net charge ... -2
Multiplicity ... 1
M ... 342.75 u
HOMO (alpha / beta) ... -0.0514 / -0.0432 hartree
Electronic energy ... -6521.745953 Ha

Below is a gas-phase ion, C4F10N (charge -1) at a distorted geometry, with properties calculated with ωB97M-V/def2-TZVPD.

Each line ends with the Löwdin charge.
Atoms and positions in Å:
F 2.31450 -1.79859 1.38217  -0.192
N 1.53558 -1.32235 0.27597  0.013
C 1.70723 0.00899 0.19680  -0.598
F 2.83785 0.33401 -0.66207  -0.037
F 1.96616 0.66069 1.36028  0.079
C 0.46644 0.55174 -0.52825  -0.391
F 0.36660 -0.05611 -1.70841  0.143
F 0.69847 1.86187 -0.80436  0.108
C -0.86090 0.46879 0.29603  -0.363
F -1.39188 1.71468 0.33195  0.124
F -0.69964 0.10134 1.55155  0.175
C -1.95666 -0.43366 -0.32045  -0.619
F -1.61410 -1.68319 -0.29135  0.213
F -2.31607 -0.06412 -1.52325  0.195
F -3.05358 -0.34408 0.44339  0.151

Output
Gap between HOMO and LUMO ... 7.22 eV
Net charge ... -1
Multiplicity ... 1
M ... 252.03 u
HOMO ... -0.1310 hartree
Electronic energy ... -1205.836471 Ha

Below is a molecular structure, C4H10AsBrFIO2P at a distorted geometry, with properties calculated with ωB97M-V/def2-TZVPD.

Each line ends with the Löwdin charge.
Atoms and positions in Å:
O -2.53034 0.23012 2.57338  -0.154
C -2.53048 0.12952 1.24102  -0.732
I -3.74540 1.56961 0.05455  0.614
C -1.72714 -1.00436 0.36950  -0.440
As 0.29152 -0.87967 0.46915  0.399
C 0.35880 0.95260 -0.38109  -0.407
C 1.52784 1.88662 0.36526  -0.234
F 0.99025 2.74230 1.44813  -0.171
P 0.57853 -1.99096 -1.51330  0.299
O 2.29217 -1.77679 -1.89654  -0.512
Br -0.61386 -1.08135 -3.21792  0.083
H -2.01314 -2.05793 0.85226  0.093
H -2.16431 -1.01517 -0.71612  0.015
H 0.33358 -2.26486 1.21057  -0.065
H 1.86010 -0.85020 0.64610  -0.063
H 0.13063 -0.18059 1.85897  -0.020
H 0.67084 0.94999 -1.52699  0.035
H -0.64225 1.56259 -0.27256  0.040
H 2.42093 1.25539 0.78202  0.085
H 1.99642 2.61978 -0.44739  0.105
H 2.51529 -0.79663 -1.89901  0.030

Output
Gap between HOMO and LUMO ... 6.59 eV
Net charge ... -1
Multiplicity ... 1
M ... 421.82 u
HOMO ... -0.1506 hartree
Electronic energy ... -5857.448272 Ha

Below is a single C4H10BNO molecule at a distorted geometry, with properties calculated with ωB97M-V/def2-TZVPD.

Each line ends with the Löwdin charge.
Atoms and positions in Å:
C -2.84734 -0.39408 0.02222  -0.073
N -1.66736 0.49475 -0.04139  0.064
B -0.30519 0.16630 -0.16781  -0.603
C 0.97797 1.18119 0.04689  -0.090
C 2.17040 0.15977 -0.07294  -0.198
C 1.54132 -1.21832 0.05003  -0.148
O 0.08593 -1.11635 -0.09496  0.074
H -3.62625 -0.39126 -0.68595  0.066
H -2.34520 -1.35156 -0.01369  0.079
H -3.22852 -0.16678 0.94090  0.049
H -2.10045 1.37024 -0.30862  0.112
H 0.99823 2.20086 -0.51558  0.118
H 1.00323 1.52377 1.05869  0.067
H 2.73414 0.47021 -1.08859  0.139
H 2.96871 0.45383 0.74608  0.130
H 1.73932 -1.80943 -0.82656  0.119
H 1.90106 -1.57312 0.95127  0.095

Output
Gap between HOMO and LUMO ... 10.00 eV
ΔE to the lowest compared entry with this formula, charge and spin ... 40.8 kJ/mol
Multiplicity ... 1
M ... 98.94 u
HOMO ... -0.3412 hartree
Electronic energy ... -313.279714 Ha

Below is 2 unconnected molecules or ions with the total composition C4H10BrCl2S, with properties calculated with ωB97M-V/def2-TZVPD.

Each line ends with the Löwdin charge.
Atoms and positions in Å:
C 0.29883 0.95197 -0.23654  -0.138
C -0.10159 -0.11239 0.78011  -0.511
S 1.22386 -1.05939 1.54090  0.690
C 2.37154 0.21020 2.12394  -0.281
Br 2.22855 -1.89880 -0.16634  0.537
H -0.22310 1.88386 -0.03008  0.091
H 0.02496 0.61843 -1.23516  0.059
H 1.36985 1.16005 -0.24057  0.067
H -0.74720 -0.87739 0.34618  0.026
H -0.61698 0.29281 1.65728  0.104
H 1.81158 1.13632 2.24153  0.074
H 2.76193 -0.13898 3.07737  0.066
H 3.17498 0.33912 1.40415  0.054
C -2.76862 -0.45886 -2.38757  -0.974
Cl -3.22522 0.33806 -0.87511  0.544
Cl -1.61645 -1.78341 -2.12756  0.529
H -3.66253 -0.87466 -2.83542  0.032
H -2.30440 0.27305 -3.03715  0.031

Output
Gap between HOMO and LUMO ... 8.94 eV
Net charge ... +1
Multiplicity ... 1
M ... 241.00 u
HOMO ... -0.5177 hartree
Electronic energy ... -4050.713571 Ha

Below is 2 unconnected molecules or ions with the total composition C4H10Cl at a distorted geometry, with properties calculated with ωB97M-V/def2-TZVPD.

Each line ends with the Löwdin charge.
Atoms and positions in Å:
Cl 0.54273 -2.72962 3.40057  0.328
H 0.47059 -2.03186 2.39104  -0.332
C -0.76342 -0.10673 -0.99893  -0.098
H -0.53157 -1.13135 -0.64007  0.085
C -2.07094 0.26105 -0.31164  -0.144
C 0.39878 0.81499 -0.64911  -0.294
C 1.85056 0.32405 -0.59512  -0.131
H -2.59260 -0.61177 0.07873  0.060
H -1.90445 0.86250 0.57416  0.058
H -2.87222 0.78893 -0.82266  0.063
H 0.41625 1.78749 -1.18107  0.109
H 0.20045 1.05252 0.42713  0.104
H 2.49355 1.19966 -0.58240  0.062
H 2.12194 -0.20165 0.32407  0.061
H 2.24036 -0.27819 -1.41472  0.067

Output
Gap between HOMO and LUMO (alpha / beta) ... 9.39 / 11.46 eV
ΔE to the lowest compared entry with this formula, charge and spin ... 112.2 kJ/mol
Multiplicity ... 2
M ... 93.58 u
HOMO (alpha / beta) ... -0.3141 / -0.4207 hartree
Electronic energy ... -618.497443 Ha
<S²> ... 0.753

Below is a molecular structure, C4H10Cl3MgO2 at a distorted geometry, with properties calculated with ωB97M-V/def2-TZVPD.

Each line ends with the Löwdin charge.
Atoms and positions in Å:
Mg -2.59130 -1.31037 1.04886  -0.313
Cl -2.17530 -2.79912 2.63716  -0.170
Cl -3.15091 0.80537 1.75230  -0.173
Cl -3.68553 -1.90823 -0.86279  -0.209
C 0.13706 -1.92150 -0.15508  -0.060
O -0.82535 -0.88538 0.11424  -0.344
C -0.37674 0.39739 -0.23262  -0.230
C 0.73738 1.03077 0.60730  -0.198
O 1.24827 2.22535 0.06075  -0.158
C 2.07320 1.98736 -1.05220  -0.133
H 0.65928 -2.16212 0.76985  0.092
H 0.80473 -1.52889 -0.92227  0.094
H -0.34904 -2.81357 -0.54388  0.093
H -1.26277 1.03454 -0.24060  0.095
H -0.10830 0.53791 -1.28873  0.118
H 1.51606 0.33463 0.94475  0.124
H 0.31128 1.36312 1.55850  0.129
H 2.83668 1.25107 -0.75952  0.087
H 2.62876 2.80839 -1.50867  0.082
H 1.57254 1.55327 -1.92733  0.076

Output
Gap between HOMO and LUMO ... 8.60 eV
ΔE to the lowest compared entry with this formula, charge and spin ... 60.4 kJ/mol
Net charge ... -1
Multiplicity ... 1
M ... 220.79 u
HOMO ... -0.2138 hartree
Electronic energy ... -1889.811577 Ha

Below is a single C4H10ClN3 molecule at a distorted geometry, with properties calculated with ωB97M-V/def2-TZVPD.

Each line ends with the Löwdin charge.
Atoms and positions in Å:
C 1.10952 2.83503 -0.81742  -0.184
N 0.35696 2.39355 0.30531  -0.005
C 0.34499 1.18576 0.58952  -0.276
N 0.85747 0.06592 -0.02115  -0.216
N 0.88496 -0.04636 -1.40306  0.054
C 0.78070 -1.23624 0.66400  -0.235
C -0.34411 -2.12332 0.12156  -0.537
Cl -1.95590 -1.37706 0.46831  0.517
H 2.12141 2.41105 -0.84938  0.071
H 0.61534 2.66928 -1.81188  0.086
H 1.35384 3.89329 -0.74208  0.064
H -0.14287 0.89382 1.54524  0.117
H 1.63053 0.55382 -1.72933  0.068
H 0.00561 0.24190 -1.87435  0.113
H 0.70879 -1.08679 1.76915  0.126
H 1.71086 -1.77503 0.38697  0.122
H -0.34952 -2.26964 -0.95414  0.058
H -0.44595 -2.98085 0.78493  0.058

Output
Gap between HOMO and LUMO ... 9.70 eV
ΔE to the lowest compared entry with this formula, charge and spin ... 147.3 kJ/mol
Multiplicity ... 1
M ... 135.60 u
HOMO ... -0.3254 hartree
Electronic energy ... -782.805268 Ha

Below is a single C4H10ClP molecule at a distorted geometry, with properties calculated with ωB97M-V/def2-TZVPD.

Each line ends with the Löwdin charge.
Atoms and positions in Å:
C -0.61192 -1.53777 0.01323  -0.238
P 0.44702 -0.13449 -0.04653  0.613
C 0.54733 0.62678 1.53899  -0.229
C -0.35342 1.20419 -1.28609  -0.153
C 1.95777 -0.94088 -0.17812  -0.734
Cl 3.38265 0.23829 -0.55190  0.304
H -0.18905 -2.22106 0.67680  0.026
H -1.57764 -1.30898 0.47516  0.058
H -0.82262 -1.98410 -1.02290  0.095
H 1.00688 -0.23825 2.07890  0.070
H 1.33279 1.47197 1.37985  0.090
H -0.30878 1.00618 1.97250  0.014
H -1.10858 1.80512 -0.69231  0.048
H 0.41304 1.93991 -1.33738  0.002
H -0.81469 0.77949 -2.19388  0.040
H 1.69568 -1.50450 -1.13032  -0.007

Output
Gap between HOMO and LUMO ... 8.30 eV
ΔE to the lowest compared entry with this formula, charge and spin ... 245.2 kJ/mol
Multiplicity ... 1
M ... 124.55 u
HOMO ... -0.2830 hartree
Electronic energy ... -959.858318 Ha

Below is a molecular structure, C4H10F30HfO2P5 at a distorted geometry, with properties calculated with ωB97M-V/def2-TZVPD.

Each line ends with the Löwdin charge.
Atoms and positions in Å:
Hf 0.29426 -0.43031 -0.28229  2.277
P 0.75628 0.79028 -3.25449  0.212
F -0.29135 1.66792 -4.11191  -0.101
F -0.42326 -0.07659 -2.48383  -0.233
F 0.90271 -0.24365 -4.44383  -0.079
F 1.62733 -0.11861 -2.27386  -0.180
F 2.09768 1.49039 -3.72371  -0.080
F 0.55040 1.74060 -1.89792  -0.174
P -0.91472 -3.32090 -1.83484  0.258
F -1.27176 -2.13880 -0.70971  -0.239
F -1.35767 -2.23902 -2.92591  -0.142
F 0.50680 -2.44334 -1.72855  -0.221
F -0.32254 -4.25054 -2.99234  -0.105
F -0.45538 -4.34879 -0.69469  -0.097
F -2.43061 -3.94815 -1.87419  -0.131
P -2.35301 -1.28821 2.46210  0.220
F -2.42673 0.27098 3.05716  -0.176
F -1.23599 -0.71620 1.32448  -0.277
F -1.07559 -1.59187 3.35119  -0.106
F -2.30960 -2.69845 1.73576  -0.102
F -3.41209 -1.74426 3.57030  -0.116
F -3.45141 -0.78478 1.38660  -0.143
P 3.40203 2.06249 0.20510  0.255
F 3.22989 1.75917 1.80004  -0.152
F 2.46884 3.35174 0.33427  -0.120
F 4.82105 2.88050 0.35675  -0.160
F 3.43371 2.18952 -1.38556  -0.125
F 4.34265 0.69791 0.10057  -0.175
F 1.99641 1.15824 0.01725  -0.279
P 2.43667 -2.04431 1.34135  0.299
F 2.86477 -3.49699 0.74156  -0.097
F 1.98924 -2.73093 2.72958  -0.109
F 3.78972 -1.55219 1.97217  -0.044
F 1.64059 -0.64997 1.70843  -0.203
F 2.47974 -1.30991 -0.12982  -0.186
F 0.84236 -2.35454 0.87917  -0.240
C -2.96595 0.35729 -1.31626  -0.073
O -1.82235 0.81688 -0.61359  -0.319
C -2.02160 2.16591 -0.18827  -0.126
C -0.84422 2.67801 0.69583  -0.103
O -0.13917 1.51166 1.18929  -0.320
C 0.25139 1.66736 2.56236  -0.074
H -3.17367 1.01150 -2.16558  0.107
H -3.86631 0.22893 -0.71701  0.099
H -2.77187 -0.61367 -1.76899  0.080
H -2.94635 2.16367 0.38835  0.137
H -2.07656 2.81828 -1.06110  0.136
H -1.30274 3.20786 1.52851  0.131
H -0.07396 3.26289 0.19491  0.121
H 1.10754 2.33600 2.64364  0.092
H 0.40188 0.72612 3.08656  0.090
H -0.49747 2.12287 3.21494  0.095

Output
Gap between HOMO and LUMO ... 10.22 eV
ΔE to the lowest compared entry with this formula, charge and spin ... 0.0 kJ/mol
Net charge ... -1
Multiplicity ... 1
M ... 993.42 u
HOMO ... -0.3448 hartree
Electronic energy ... -5060.917632 Ha

Below is a molecular structure, C4H10F8KN4O18S8 at a distorted geometry, with properties calculated with ωB97M-V/def2-TZVPD.

Each line ends with the Löwdin charge.
Atoms and positions in Å:
K 4.50184 16.41175 2.64981  0.795
N 4.08601 16.21823 -0.17153  -0.274
S 4.51621 17.14275 -1.22528  0.377
O 4.00609 18.52489 -1.12615  -0.326
O 4.88194 16.62549 -2.49311  -0.270
F 6.03771 17.41580 -0.69233  -0.219
S 2.56661 15.91738 -0.88683  0.572
O 2.61460 15.13716 -2.08457  -0.275
O 1.56834 16.96445 -0.80743  -0.293
F 2.03482 14.83616 0.19223  -0.201
N 4.96000 13.78148 3.12169  -0.314
S 6.25128 13.00478 4.00729  0.637
O 6.59873 11.59905 3.72870  -0.319
O 6.52094 13.51138 5.37119  -0.301
F 7.47378 13.69058 3.15417  -0.213
S 3.87263 13.08363 4.01063  0.405
O 3.81932 13.48417 5.38052  -0.287
O 3.55135 11.73224 3.61695  -0.299
F 2.63627 13.99039 3.47587  -0.236
N 9.14009 16.82933 -0.08673  -0.257
S 8.58392 17.16298 1.50126  0.604
O 9.58083 16.96291 2.54988  -0.281
O 7.13615 16.91659 1.66681  -0.355
F 8.67088 18.77327 1.35757  -0.220
S 9.14752 15.33461 0.19379  0.413
O 7.81876 14.76555 0.27408  -0.297
O 10.22310 14.72968 0.98197  -0.322
F 9.59216 14.86279 -1.31033  -0.253
N 6.77507 17.36393 7.13404  -0.236
S 5.12705 17.54032 6.67257  0.578
O 4.69404 16.87869 5.46345  -0.308
O 4.55635 18.80257 7.12790  -0.310
F 4.60568 16.52547 7.79032  -0.206
S 7.24829 18.23037 5.99969  0.362
O 7.15057 19.67480 6.06393  -0.303
O 7.17791 17.60572 4.69717  -0.287
F 8.73686 17.89588 6.34490  -0.196
C 5.62874 19.81545 2.94719  -0.079
O 4.55540 18.96360 3.32305  -0.265
C 3.33627 19.52132 3.62007  -0.221
C 2.20132 18.99232 2.76047  -0.194
O 1.93093 17.60006 2.86424  -0.206
C 0.65276 17.30783 2.30241  -0.110
H 5.77658 20.78939 3.41373  0.090
H 5.45962 20.08506 1.90468  0.092
H 6.57959 19.28264 2.93741  0.067
H 3.51228 20.59212 3.51761  0.126
H 3.06794 19.31955 4.65708  0.121
H 2.45760 19.27755 1.74015  0.135
H 1.30962 19.51234 3.11056  0.120
H -0.20135 17.17736 2.96692  0.083
H 0.82446 16.29637 1.93421  0.072
H 0.37865 17.77475 1.35639  0.082

Output
Gap between HOMO and LUMO ... 7.62 eV
ΔE to the lowest compared entry with this formula, charge and spin ... 515.2 kJ/mol
Net charge ... -3
Multiplicity ... 1
M ... 849.75 u
HOMO ... -0.0837 hartree
Electronic energy ... -6316.024002 Ha